No. 1
A structure of composition C41H41InN4O5PTe at a distorted geometry, computed with wB97M-V/def2-TZVPD.

* ΔE to the lowest compared entry with this formula, charge and spin: 0.0 kcal per mole
* total charge: +1
* calculated total energy: -2981.4797 Ha
* HOMO energy: -9.8569 eV
* orbital gap: 6.203 eV

Element x y z (Å)
In1 10.901 15.661 10.342
C1 14.884 20.500 13.437
O1 14.161 19.820 14.443
C2 13.430 18.720 14.168
C3 12.589 18.303 15.237
C4 11.634 17.306 15.014
C5 11.551 16.627 13.767
C6 10.574 15.598 13.573
C7 10.037 14.879 14.773
O2 10.089 15.273 12.407
C8 12.492 17.027 12.728
O3 12.477 16.463 11.520
C9 13.417 18.029 12.958
H1 15.397 21.315 13.978
H2 14.226 20.980 12.703
H3 15.605 19.856 12.861
H4 12.736 18.784 16.213
H5 10.941 17.025 15.784
H6 10.883 14.638 15.474
H7 9.513 13.973 14.437
H8 9.290 15.521 15.321
H9 14.147 18.258 12.190
O4 6.779 16.184 10.671
C10 6.381 17.556 10.790
C11 6.818 18.219 12.116
C12 8.321 18.065 12.446
C13 9.260 19.000 11.751
C14 9.124 20.422 11.820
C15 10.061 21.236 11.146
C16 11.085 20.627 10.422
C17 11.192 19.244 10.451
N1 10.259 18.502 11.001
H10 5.976 15.668 10.871
H11 5.277 17.674 10.642
H12 6.820 18.090 9.923
H13 6.230 17.719 12.944
H14 6.497 19.288 12.078
H15 8.617 17.031 12.186
H16 8.515 18.197 13.539
H17 8.353 20.841 12.449
H18 9.943 22.304 11.209
H19 11.771 21.245 9.858
H20 12.073 18.719 10.072
O5 10.702 13.443 10.137
P1 11.698 12.307 10.238
C18 12.824 12.619 11.595
C19 12.399 12.354 12.911
C20 13.073 12.852 14.020
C21 14.259 13.533 13.857
C22 14.811 13.704 12.574
C23 14.082 13.273 11.466
C24 10.972 10.759 10.602
C25 11.790 9.715 11.084
C26 11.261 8.483 11.456
C27 9.878 8.300 11.407
C28 9.025 9.308 10.926
C29 9.574 10.530 10.529
C30 12.597 12.119 8.723
C31 13.930 11.694 8.644
C32 14.610 11.743 7.424
C33 13.933 12.167 6.267
C34 12.565 12.425 6.294
C35 11.910 12.432 7.517
H21 11.498 11.781 13.099
H22 12.622 12.716 14.996
H23 14.744 13.977 14.713
H24 15.801 14.140 12.450
H25 14.486 13.393 10.467
H26 12.866 9.831 11.231
H27 11.921 7.703 11.850
H28 9.429 7.370 11.760
H29 7.957 9.194 10.866
H30 8.897 11.293 10.150
H31 14.480 11.285 9.495
H32 15.655 11.528 7.347
H33 14.476 12.247 5.318
H34 12.016 12.649 5.373
H35 10.857 12.692 7.546
C36 8.355 14.800 7.464
Te1 9.257 16.696 8.072
C37 10.658 16.788 6.430
H36 7.601 15.057 6.725
H37 7.914 14.361 8.363
H38 9.107 14.121 7.031
H39 11.038 15.776 6.228
H40 11.457 17.482 6.656
H41 10.145 17.139 5.518
N2 12.923 15.609 8.831
C38 14.041 15.960 8.943
C39 15.351 16.349 9.145
C40 15.691 17.579 9.692
N3 15.966 18.568 10.238
C41 16.292 15.342 9.033
N4 16.968 14.385 8.997

No. 2
A structure of composition C41H42ClGe2N3OS2SiW, computed with wB97M-V/def2-TZVPD.

* ΔE to the lowest compared entry with this formula, charge and spin: 21.7 kcal per mole
* total charge: +1
* calculated total energy: -7593.9570 Ha
* HOMO energy (spin up / spin down): -10.4453 / -10.7090 eV
* orbital gap (spin up / spin down): 6.410 / 6.464 eV
* spin multiplicity: 2

Element x y z (Å)
W1 1.173 -1.117 -0.696
C1 1.950 -5.498 2.194
S1 3.199 -5.270 0.912
C2 2.561 -3.967 -0.018
S2 0.852 -3.485 0.106
N1 3.375 -3.377 -0.840
N2 2.630 -2.503 -1.595
C3 2.679 -2.565 -2.866
C4 1.534 -1.981 -3.552
C5 1.359 -2.003 -4.920
C6 0.114 -1.699 -5.449
C7 -0.923 -1.381 -4.592
C8 -0.666 -1.300 -3.236
N3 0.529 -1.593 -2.722
H1 2.361 -6.265 2.848
H2 1.013 -5.850 1.770
H3 1.808 -4.577 2.753
H4 3.427 -3.149 -3.393
H5 2.184 -2.291 -5.558
H6 -0.044 -1.728 -6.518
H7 -1.913 -1.158 -4.959
H8 -1.425 -0.991 -2.531
C9 -3.448 -1.750 0.620
Ge1 -2.156 -2.228 2.017
C10 -2.018 -4.175 2.109
C11 -2.799 -1.595 3.771
Ge2 0.020 -1.076 1.820
C12 -0.016 0.800 2.372
C13 1.184 1.448 2.665
C14 1.178 2.738 3.175
C15 -0.025 3.400 3.379
C16 -1.225 2.770 3.079
C17 -1.217 1.471 2.588
C18 1.360 -1.932 2.960
C19 0.959 -2.426 4.200
C20 1.883 -3.001 5.064
C21 3.217 -3.092 4.690
C22 3.625 -2.597 3.458
C23 2.701 -2.014 2.602
H9 -4.199 -2.539 0.569
H10 -2.989 -1.658 -0.366
H11 -3.949 -0.813 0.862
H12 -3.032 -4.578 2.103
H13 -1.531 -4.469 3.039
H14 -1.467 -4.601 1.274
H15 -3.867 -1.377 3.734
H16 -2.277 -0.693 4.088
H17 -2.638 -2.370 4.520
H18 2.133 0.941 2.518
H19 2.116 3.225 3.410
H20 -0.028 4.407 3.777
H21 -2.166 3.282 3.236
H22 -2.158 0.980 2.373
H23 -0.082 -2.359 4.502
H24 1.560 -3.378 6.026
H25 3.939 -3.541 5.359
H26 4.664 -2.662 3.161
H27 3.016 -1.621 1.644
O1 0.106 0.428 -0.943
Si1 -0.248 1.978 -1.479
C24 -1.812 2.557 -0.657
C25 -2.128 3.918 -0.616
C26 -3.344 4.352 -0.108
C27 -4.276 3.429 0.347
C28 -3.988 2.073 0.293
C29 -2.764 1.645 -0.200
C30 -0.660 1.897 -3.316
C31 0.271 2.034 -4.349
C32 -0.119 2.007 -5.682
C33 -1.458 1.857 -6.015
C34 -2.404 1.735 -5.008
C35 -2.007 1.754 -3.678
C36 1.205 3.071 -1.064
C37 2.375 3.163 -1.824
C38 3.446 3.936 -1.404
C39 3.373 4.631 -0.203
C40 2.231 4.538 0.576
C41 1.159 3.767 0.148
H28 -1.417 4.649 -0.983
H29 -3.568 5.410 -0.073
H30 -5.228 3.767 0.735
H31 -4.721 1.355 0.641
H32 -2.534 0.585 -0.213
H33 1.316 2.194 -4.127
H34 0.624 2.132 -6.460
H35 -1.764 1.860 -7.054
H36 -3.455 1.646 -5.256
H37 -2.766 1.692 -2.906
H38 2.481 2.604 -2.745
H39 4.340 3.993 -2.012
H40 4.208 5.237 0.124
H41 2.171 5.067 1.519
H42 0.281 3.696 0.776
Cl1 3.027 0.170 -0.319

No. 3
A structure of composition C41H42ClHfN7O2PS3 at a distorted geometry, computed with wB97M-V/def2-TZVPD.

* ΔE to the lowest compared entry with this formula, charge and spin: 40.8 kcal per mole
* total charge: +1
* calculated total energy: -4165.4070 Ha
* HOMO energy: -9.6888 eV
* orbital gap: 6.567 eV

Element x y z (Å)
Hf1 -1.083 0.272 -1.119
C1 -0.977 -4.901 -3.007
S1 -2.481 -4.126 -2.365
C2 -2.115 -2.449 -2.575
S2 -3.192 -1.308 -1.877
N1 -1.081 -2.126 -3.293
N2 -0.737 -0.814 -3.238
C3 -0.003 -0.387 -4.194
C4 0.435 0.994 -4.236
C5 1.069 1.455 -5.387
C6 1.424 2.787 -5.478
C7 1.135 3.613 -4.406
C8 0.506 3.069 -3.299
N3 0.155 1.791 -3.189
H1 -1.109 -5.974 -2.887
H2 -0.130 -4.548 -2.425
H3 -0.852 -4.643 -4.053
H4 0.260 -1.049 -5.012
H5 1.256 0.768 -6.202
H6 1.903 3.176 -6.366
H7 1.389 4.664 -4.423
H8 0.261 3.710 -2.463
N4 2.933 0.405 2.585
C9 3.559 -0.695 3.199
C10 4.845 -0.568 3.697
C11 5.457 -1.642 4.333
C12 4.789 -2.844 4.465
C13 3.501 -2.976 3.957
C14 2.893 -1.908 3.328
S3 1.236 -2.082 2.697
N5 0.869 -0.586 2.026
C15 1.662 0.408 2.067
C16 1.219 1.742 1.572
C17 1.688 2.853 2.274
C18 1.383 4.130 1.846
C19 0.640 4.267 0.694
C20 0.185 3.121 0.073
N6 0.419 1.874 0.491
H9 3.508 1.213 2.427
H10 5.369 0.374 3.584
H11 6.459 -1.527 4.724
H12 5.261 -3.681 4.961
H13 2.962 -3.911 4.055
H14 2.254 2.715 3.185
H15 1.726 4.995 2.398
H16 0.392 5.238 0.288
H17 -0.404 3.205 -0.825
O1 -0.132 -1.836 -0.744
C21 1.001 -1.378 -1.005
N7 1.132 -0.072 -1.284
C22 2.477 0.247 -1.425
O2 2.917 1.363 -1.559
C23 3.243 -1.042 -1.311
C24 4.591 -1.316 -1.381
C25 4.992 -2.637 -1.189
C26 4.066 -3.641 -0.932
C27 2.704 -3.360 -0.855
C28 2.318 -2.052 -1.052
H18 5.307 -0.529 -1.582
H19 6.043 -2.885 -1.238
H20 4.406 -4.656 -0.775
H21 1.975 -4.127 -0.631
Cl1 -2.759 1.828 -3.132
C29 -2.787 3.283 -2.174
C30 -2.817 4.529 -2.774
C31 -2.838 5.658 -1.969
C32 -2.813 5.521 -0.588
C33 -2.746 4.262 -0.010
C34 -2.721 3.106 -0.792
C35 -2.602 1.730 -0.230
H22 -2.826 4.619 -3.852
H23 -2.882 6.640 -2.420
H24 -2.855 6.399 0.044
H25 -2.700 4.166 1.068
H26 -2.573 1.809 0.860
H27 -3.526 1.192 -0.487
C36 -5.289 -1.535 0.797
C37 -4.301 -0.730 1.637
P1 -2.478 -0.907 1.301
C38 -1.927 -0.011 2.846
C39 -1.767 -0.810 4.135
C40 -2.256 -2.728 1.509
C41 -2.925 -3.478 2.662
H28 -6.299 -1.368 1.176
H29 -5.084 -2.604 0.840
H30 -5.270 -1.237 -0.246
H31 -4.417 -0.996 2.690
H32 -4.536 0.334 1.549
H33 -2.660 0.787 3.000
H34 -0.980 0.465 2.603
H35 -2.709 -1.255 4.454
H36 -1.427 -0.147 4.933
H37 -1.023 -1.597 4.014
H38 -1.184 -2.913 1.510
H39 -2.627 -3.117 0.556
H40 -2.358 -3.387 3.585
H41 -2.973 -4.537 2.408
H42 -3.944 -3.143 2.850

No. 4
A structure of composition C41H42CrN9O7P, computed with wB97M-V/def2-TZVPD.

* ΔE to the lowest compared entry with this formula, charge and spin: 0.0 kcal per mole
* total charge: +2
* calculated total energy: -3992.3243 Ha
* HOMO energy (spin up / spin down): -12.3625 / -12.5239 eV
* orbital gap (spin up / spin down): 7.437 / 7.376 eV
* spin multiplicity: 5

Element x y z (Å)
Cr1 -0.565 -1.209 -0.630
O1 0.417 -3.157 -2.429
N1 -0.651 -3.116 -1.530
C1 -1.471 -4.091 -1.617
C2 -2.566 -4.452 -0.719
C3 -3.361 -5.509 -1.179
C4 -4.320 -6.084 -0.366
C5 -4.462 -5.630 0.936
C6 -3.680 -4.582 1.398
C7 -2.740 -3.961 0.583
P1 -1.786 -2.541 1.276
C8 -0.706 -3.428 2.453
C9 -0.167 -4.642 2.022
C10 0.734 -5.339 2.810
C11 1.109 -4.838 4.047
C12 0.581 -3.633 4.486
C13 -0.312 -2.928 3.692
C14 -3.146 -1.720 2.170
C15 -4.026 -0.994 1.366
C16 -5.130 -0.365 1.915
C17 -5.363 -0.446 3.284
C18 -4.496 -1.170 4.088
C19 -3.392 -1.812 3.534
H1 0.522 -4.071 -2.736
H2 -1.312 -4.794 -2.437
H3 -3.214 -5.886 -2.184
H4 -4.933 -6.893 -0.737
H5 -5.182 -6.093 1.598
H6 -3.811 -4.238 2.416
H7 -0.454 -5.059 1.064
H8 1.138 -6.279 2.458
H9 1.805 -5.386 4.668
H10 0.864 -3.238 5.452
H11 -0.694 -1.984 4.051
H12 -3.845 -0.921 0.298
H13 -5.811 0.186 1.279
H14 -6.227 0.041 3.716
H15 -4.686 -1.257 5.150
H16 -2.750 -2.399 4.175
N2 -2.007 1.348 3.006
N3 -0.940 1.273 3.895
C20 0.201 0.638 3.579
N4 1.216 0.753 4.436
N5 0.171 -0.138 2.483
N6 1.334 -0.497 1.949
O2 1.288 -1.253 0.970
O3 2.426 -0.102 2.371
H17 -2.118 2.299 2.675
H18 -2.856 1.017 3.449
H19 -0.984 1.768 4.774
H20 1.163 1.378 5.222
H21 2.113 0.397 4.142
C21 2.716 5.297 -3.113
O4 2.638 4.580 -1.882
C22 3.161 5.167 -0.788
C23 3.619 6.481 -0.737
C24 4.156 6.990 0.436
C25 4.248 6.208 1.577
C26 3.777 4.907 1.541
C27 3.217 4.396 0.380
N7 2.814 3.021 0.380
C28 1.681 2.439 0.069
C29 0.395 2.936 -0.231
C30 0.028 4.306 -0.318
C31 -1.253 4.678 -0.599
C32 -2.231 3.684 -0.804
C33 -1.933 2.354 -0.689
C34 -0.617 1.924 -0.378
O5 -0.369 0.689 -0.131
H22 2.417 4.593 -3.880
H23 3.738 5.627 -3.304
H24 2.042 6.156 -3.103
H25 3.567 7.106 -1.615
H26 4.512 8.011 0.451
H27 4.679 6.606 2.484
H28 3.834 4.277 2.420
H29 3.544 2.379 0.663
H30 1.749 1.358 0.105
H31 0.770 5.068 -0.149
H32 -1.520 5.723 -0.664
H33 -3.247 3.982 -1.034
H34 -2.699 1.595 -0.795
O6 5.021 -2.086 -5.245
C35 4.709 -0.854 -5.865
N8 3.315 -0.594 -5.619
C36 2.911 0.088 -4.515
O7 3.646 0.718 -3.784
C37 1.434 0.015 -4.235
C38 0.452 0.299 -5.174
C39 -0.879 0.192 -4.802
C40 -1.180 -0.222 -3.518
N9 -0.236 -0.484 -2.609
C41 1.044 -0.343 -2.958
H35 5.977 -2.207 -5.241
H36 4.869 -0.905 -6.944
H37 5.279 -0.029 -5.441
H38 2.656 -1.227 -6.045
H39 0.723 0.604 -6.177
H40 -1.676 0.416 -5.497
H41 -2.208 -0.345 -3.201
H42 1.792 -0.537 -2.198

No. 5
A cluster of 2 separate species, C41H42F6N6O6S in total at a distorted geometry, computed with wB97M-V/def2-TZVPD.

* calculated total energy: -3364.5755 Ha
* HOMO energy: -6.7549 eV
* orbital gap: 4.438 eV

Element x y z (Å)
C1 -2.975 -0.686 -3.889
C2 -3.019 -1.566 -2.642
C3 -3.626 -2.938 -2.929
C4 -3.728 -0.872 -1.474
C5 -5.097 -0.634 -1.547
C6 -5.785 -0.071 -0.475
C7 -5.096 0.283 0.684
C8 -3.728 0.045 0.801
C9 -3.011 0.277 2.136
C10 -3.862 -0.190 3.320
C11 -2.574 1.723 2.345
C12 -3.050 -0.487 -0.311
N1 -1.642 -0.771 -0.210
N2 -1.277 -2.070 -0.118
N3 0.078 -2.044 -0.082
C13 0.751 -3.230 0.373
C14 0.856 -4.311 -0.513
C15 0.224 -4.247 -1.908
C16 -0.705 -5.427 -2.195
C17 1.278 -4.084 -3.001
C18 1.586 -5.426 -0.102
C19 2.164 -5.462 1.166
C20 1.955 -4.417 2.066
C21 1.198 -3.306 1.703
C22 0.809 -2.253 2.757
C23 1.952 -1.308 3.116
C24 0.243 -2.902 4.023
C25 0.560 -0.769 -0.313
C26 1.969 -0.487 -0.391
C27 2.397 0.838 -0.168
C28 3.720 1.225 -0.292
C29 4.674 0.258 -0.574
C30 6.095 0.721 -0.692
F1 6.946 -0.252 -1.120
F2 6.194 1.767 -1.573
F3 6.563 1.171 0.518
C31 4.326 -1.080 -0.730
C32 2.987 -1.450 -0.659
C33 -0.537 0.085 -0.411
C34 -0.662 1.444 -0.650
H1 -2.479 0.266 -3.662
H2 -2.410 -1.182 -4.687
H3 -3.986 -0.469 -4.258
H4 -1.987 -1.729 -2.315
H5 -3.595 -3.560 -2.026
H6 -4.674 -2.846 -3.244
H7 -3.067 -3.455 -3.718
H8 -5.622 -0.927 -2.455
H9 -6.863 0.065 -0.536
H10 -5.628 0.717 1.531
H11 -2.101 -0.340 2.110
H12 -4.258 -1.197 3.148
H13 -3.253 -0.212 4.230
H14 -4.708 0.488 3.489
H15 -1.879 2.041 1.560
H16 -3.441 2.399 2.342
H17 -2.062 1.821 3.312
H18 -0.402 -3.347 -1.901
H19 -1.500 -5.474 -1.442
H20 -1.177 -5.306 -3.178
H21 -0.160 -6.379 -2.186
H22 1.890 -3.193 -2.818
H23 1.945 -4.956 -3.035
H24 0.797 -3.974 -3.980
H25 1.708 -6.266 -0.791
H26 2.767 -6.319 1.467
H27 2.363 -4.463 3.080
H28 0.009 -1.655 2.298
H29 2.389 -0.846 2.223
H30 1.584 -0.498 3.758
H31 2.746 -1.849 3.648
H32 -0.542 -3.625 3.777
H33 1.031 -3.420 4.583
H34 -0.198 -2.137 4.673
H35 1.649 1.547 0.148
H36 4.003 2.263 -0.165
H37 5.092 -1.834 -0.916
H38 2.717 -2.499 -0.803
H39 0.109 1.929 -1.237
H40 -1.654 1.882 -0.570
O1 0.907 5.814 -3.344
S1 1.801 5.210 -2.390
O2 2.444 3.936 -2.628
C35 3.199 6.459 -2.040
F4 3.883 6.667 -3.175
F5 2.676 7.627 -1.609
F6 4.037 5.979 -1.092
C36 0.957 5.161 -0.785
C37 1.105 3.992 -0.019
C38 0.740 4.050 1.327
N4 1.137 3.243 2.388
O3 1.650 2.133 2.483
O4 0.937 4.026 3.551
N5 0.326 5.221 3.267
C39 0.223 5.221 1.908
C40 -0.059 6.358 1.071
N6 -0.651 7.565 1.601
O5 -1.328 7.530 2.645
O6 -0.472 8.614 0.943
C41 0.362 6.321 -0.268
H41 1.588 3.120 -0.431
H42 0.234 7.195 -0.901